Record 1
Molecular formula: C16H36Cl4N4O4
Method: DFT, ωB97M-V with the def2-TZVPD basis set

Geometry as XYZ:
```
64
Properties=species:S:1:pos:R:3:forces:R:3
C 2.40636 -0.70479 1.02340 -0.7 0.1 -0.5
N 0.96168 -0.64633 1.20702 -1.1 -0.3 0.7
C 0.33481 -0.62921 2.54418 0.7 0.0 -0.9
C 0.13107 -0.54845 0.12451 0.5 0.8 0.6
O -1.08125 -0.45338 0.17829 0.2 -0.2 -0.1
H 2.53572 -1.27986 0.10652 0.6 0.1 0.0
H 2.92142 -1.19601 1.84893 -0.2 0.0 0.0
H 2.77891 0.30905 0.87696 0.4 -0.1 0.1
H 0.47199 -1.59115 3.03811 -0.2 -0.1 0.0
H 0.80622 0.12171 3.17822 0.0 0.2 -0.1
H -0.71498 -0.40632 2.35354 0.1 -0.1 0.3
H 0.71901 -0.41133 -0.79621 -0.2 -0.4 -0.2
C -1.29808 0.25114 -4.20242 1.1 -1.8 -1.0
N -0.53494 -0.17285 -5.44137 -1.7 -0.5 1.7
C -0.30379 -1.60740 -5.59511 -0.1 0.2 0.9
C -0.01569 0.74250 -6.22284 0.2 1.2 -0.8
O 0.61931 0.55619 -7.23573 0.7 -0.3 -0.7
H -2.24050 -0.29441 -4.15424 -0.3 0.3 -0.3
H -1.45260 1.32684 -4.11815 0.3 -0.4 -0.2
H -0.71228 -0.20360 -3.40358 0.0 0.7 0.6
H 0.17311 -1.92862 -4.66910 0.4 -0.2 0.0
H -1.24111 -2.16374 -5.59917 -0.2 0.2 -0.4
H 0.32819 -1.88512 -6.43866 -0.2 0.5 0.0
H -0.23533 1.76747 -5.88609 -0.1 0.1 0.1
C 2.64785 -4.90442 2.17137 -2.7 -0.3 -1.2
N 3.37990 -4.06466 3.01596 2.0 -0.1 -0.8
C 2.74087 -3.63575 4.19740 -1.5 -0.4 1.0
C 4.58014 -3.69038 2.59209 2.0 2.6 1.5
O 5.24618 -2.79222 3.14653 -0.8 -1.6 -1.1
H 2.03316 -5.60029 2.74236 0.3 -0.4 0.0
H 3.12468 -5.37627 1.31225 0.8 -0.2 0.7
H 1.92523 -4.26865 1.65979 -0.6 0.1 -0.1
H 1.75305 -3.25985 3.93095 -0.1 0.3 0.0
H 2.53145 -4.56493 4.72737 -0.1 0.1 0.6
H 3.20722 -2.91835 4.87265 0.6 -0.2 -0.7
H 4.92919 -4.23864 1.70340 0.0 0.1 0.1
C -2.11776 2.12966 4.65023 -0.1 0.6 -1.4
N -3.09352 2.14200 3.53125 0.5 -1.1 0.4
C -3.87387 3.33415 3.33556 0.1 0.1 -0.2
C -3.44560 0.98227 2.94571 -1.8 -1.0 -1.9
O -4.35457 0.78272 2.09408 2.2 1.0 2.2
H -1.41774 2.93793 4.43862 -0.5 0.8 0.6
H -1.35945 1.34743 4.61574 -0.9 -0.9 0.0
H -2.68012 2.18953 5.58204 0.6 0.1 0.2
H -3.16631 4.15799 3.24201 -0.3 0.3 0.0
H -4.48022 3.22034 2.43696 0.2 0.0 0.0
H -4.57101 3.49185 4.15850 0.1 0.2 0.2
H -2.80949 0.15406 3.29451 -0.1 -0.1 -0.1
Cl 3.00411 2.56902 -1.61460 -0.2 0.0 1.2
C 3.00627 2.39182 -3.34976 0.4 -0.4 -1.0
C 3.42816 0.93726 -3.73474 -0.2 1.4 -0.1
Cl 2.27448 -0.26056 -3.15465 -0.2 -0.4 0.5
H 3.76375 3.11443 -3.65335 0.1 -0.3 -0.5
H 2.05238 2.75265 -3.73446 0.0 -0.5 0.0
H 4.40810 0.81842 -3.27246 -0.1 -0.5 -0.1
H 3.44665 0.71888 -4.80248 0.3 0.6 0.0
Cl -5.48550 1.86668 -1.98187 0.6 1.0 0.8
C -4.63463 2.88078 -0.69233 -0.4 -0.3 0.8
C -3.19744 2.40217 -0.52458 -0.6 -0.8 -0.3
Cl -2.29312 2.54842 -2.05322 0.2 0.1 0.2
H -5.16151 2.64482 0.23224 0.0 -0.4 0.0
H -4.82398 3.95090 -0.77650 0.3 -0.1 -1.0
H -3.31873 1.35161 -0.26052 0.5 -0.2 -0.3
H -2.55532 2.80501 0.25868 -0.5 0.6 0.0
```
Positions in Å, forces in eV/Å.

Computed properties:
energy above the lowest of the compared OMol25 structures with the same formula, charge and spin = 34.7 kcal/mol
SMILES = CN(C)C=O.CN(C)C=O.CN(C)C=O.CN(C)C=O.ClCCCl.ClCCCl
LUMO level = 0.0105 Ha
strongest force on any atom = 3.6 eV Å⁻¹
energy = -2991.9428 Ha
E_HOMO = -9.02 eV

Results of the Löwdin charge analysis, in e, for atoms 1 through 4:
1 C -0.041
2 N -0.183
3 C -0.028
4 C -0.328

Record 2
Molecular formula: C16H36LiN3O9P
Method: DFT, ωB97M-V with the def2-TZVPD basis set

Geometry as XYZ:
```
66
Properties=species:S:1:pos:R:3:forces:R:3
Li 5.97066 -0.18743 1.99885 0.4 -0.1 0.2
C 2.30959 0.46309 1.74561 0.1 1.1 1.2
C 1.63706 1.57023 0.94142 -0.7 0.5 0.9
C 0.26619 1.96210 1.53857 0.4 -1.1 -0.9
C -0.67332 0.76961 1.46051 -1.5 -0.3 -0.1
P -1.41840 0.34957 -0.14969 0.7 -1.4 -0.5
C -2.50918 1.64642 -0.71187 0.0 0.5 -0.5
C -3.64780 2.05155 0.21383 -0.6 -0.3 -0.1
C -4.59830 3.04522 -0.46166 -0.5 0.0 -1.4
C -4.00442 4.41952 -0.82543 -0.4 -0.2 1.4
C -0.20421 -0.07954 -1.44565 0.4 0.0 0.7
C 0.82808 -1.13130 -0.95154 -0.1 0.2 0.1
C 1.72252 -1.55860 -2.10108 0.8 -0.5 0.0
C 1.08368 -2.49097 -3.13911 0.0 1.5 -0.2
C -2.33326 -1.21871 0.05965 -0.1 -1.2 1.3
C -3.36212 -1.65645 -0.97105 -0.2 1.3 -0.8
C -4.23687 -2.88842 -0.68160 0.0 1.1 0.6
C -5.45476 -2.86488 -1.60372 0.6 -1.2 -0.6
H 2.44788 0.85015 2.76315 0.4 0.1 -0.1
H 3.27754 0.25708 1.32253 0.3 -0.4 0.0
H 1.78688 -0.47086 1.95244 -0.2 0.0 -0.8
H 1.57333 1.30214 -0.11304 0.0 0.3 0.0
H 2.14447 2.52843 1.07403 0.9 -0.4 -0.5
H -0.13856 2.82832 1.00803 -0.2 0.0 0.1
H 0.41255 2.22259 2.58647 -0.1 0.0 0.0
H -1.55661 0.92565 2.09554 0.0 -0.1 0.0
H -0.25740 -0.18528 1.78967 0.4 0.2 0.1
H -2.95783 1.31709 -1.65551 0.1 -0.1 0.0
H -1.86060 2.48188 -0.99737 0.0 0.0 0.2
H -3.31680 2.41834 1.18601 0.2 0.1 -0.1
H -4.20230 1.12772 0.41044 -0.1 0.1 0.2
H -5.58376 3.08591 0.00796 0.4 0.5 0.8
H -4.95713 2.65368 -1.42596 0.5 -0.5 0.0
H -3.15539 4.32750 -1.49727 -0.1 0.1 -0.1
H -3.68632 4.91281 0.09771 0.3 0.0 -0.1
H -4.77376 5.07812 -1.22415 0.1 -0.1 -0.4
H 0.34761 0.82437 -1.71415 -0.1 0.0 -0.1
H -0.67632 -0.47172 -2.34796 -0.5 0.2 0.1
H 0.36892 -2.00823 -0.48623 -0.3 -0.1 -0.3
H 1.45717 -0.76168 -0.13756 -0.2 0.2 -0.4
H 2.61092 -2.05271 -1.69532 -0.8 -0.1 -0.2
H 2.16972 -0.66333 -2.54566 -0.3 0.1 -0.4
H 0.58465 -1.84834 -3.87351 -0.3 -0.4 -0.2
H 0.34436 -3.15825 -2.69881 0.1 -0.2 0.0
H 1.86417 -3.02433 -3.67546 -0.1 -0.3 0.1
H -2.74793 -1.26131 1.07536 -0.3 0.4 -0.1
H -1.63905 -2.06533 0.11803 0.6 0.5 0.0
H -2.83986 -1.79244 -1.92568 0.0 -0.3 0.0
H -3.98533 -0.77784 -1.19141 -0.4 -0.3 0.2
H -4.64004 -2.86902 0.33584 0.3 0.2 0.2
H -3.59972 -3.77105 -0.72263 -0.3 -0.2 -0.4
H -6.13484 -3.67791 -1.34725 -0.2 0.2 0.1
H -5.13624 -3.08441 -2.62708 -0.1 0.2 -0.1
H -5.97413 -1.91042 -1.59905 0.0 0.0 0.2
N 4.16265 -1.93655 -0.19172 0.4 -0.2 0.3
O 4.96239 -1.16770 0.39713 -0.5 -0.3 -0.4
O 2.96650 -2.02625 0.20417 1.3 -0.3 0.7
O 4.53232 -2.60867 -1.18036 -0.2 0.5 0.6
N 5.67302 -0.77782 4.46478 0.7 -0.2 0.7
O 5.63430 -0.87985 5.70944 -0.3 0.2 -1.0
O 6.30040 -1.60717 3.76923 -0.4 0.1 0.0
O 5.12853 0.19405 3.86910 -0.2 0.0 0.0
N 7.94714 1.35851 1.43187 -0.2 -1.1 0.2
O 8.81694 2.18188 1.11878 -0.6 -0.4 0.3
O 6.76733 1.40545 0.98018 -0.1 0.8 -0.4
O 8.16309 0.37581 2.18918 0.6 0.6 -0.1
```
Positions in Å, forces in eV/Å.

Computed properties:
charge = -1
energy above the lowest of the compared OMol25 structures with the same formula, charge and spin = 0.0 kcal/mol
LUMO level = 0.0418 Ha
strongest force on any atom = 1.7 eV Å⁻¹
energy = -1821.3139 Ha
E_HOMO = -4.92 eV

Results of the Löwdin charge analysis, in e, for atoms 1 through 4:
1 Li 0.676
2 C -0.097
3 C -0.233
4 C -0.223

Q: The highest energy belongs to which entry?
A: C16H36LiN3O9P

Q: The lowest LUMO level belongs to which entry?
A: C16H36Cl4N4O4

Q: Which of these has the lowest LUMO level?
A: C16H36Cl4N4O4